1:
The following is a DFT calculation (ωB97M-V/def2-TZVPD) of 9 unconnected molecules or ions with the total composition C18H54O9.

## Properties
Structure (SMILES)   CCO.CCO.CCO.CCO.CCO.CCO.CCO.CCO.CCO

Last columns: bonded neighbours and bond lengths (Å).
Element x y z (Å)
1 C 0.723 -0.831 -0.686  C2 1.538, H4 1.090, H5 1.090, H6 1.090
2 C 1.179 -0.506 0.747  C1 1.538, O3 1.424, H7 1.090, H8 1.090
3 O 0.005 -0.543 1.551  C2 1.424, H9 0.960
4 H 0.302 -1.829 -0.808  C1 1.090
5 H 1.570 -0.888 -1.371  C1 1.090
6 H 0.006 -0.091 -1.040  C1 1.090
7 H 1.547 0.518 0.811  C2 1.090
8 H 1.931 -1.183 1.151  C2 1.090
9 H 0.008 0.212 2.145  O3 0.960
10 C -2.706 -4.700 6.685  C11 1.486, H13 1.090, H14 1.090, H15 1.090
11 C -3.238 -4.734 5.299  C10 1.486, O12 1.384, H16 1.090, H17 1.090
12 O -2.163 -4.775 4.427  C11 1.384, H18 0.960
13 H -1.708 -4.277 6.805  C10 1.090
14 H -2.515 -5.702 7.072  C10 1.090
15 H -3.317 -4.205 7.439  C10 1.090
16 H -3.731 -3.789 5.073  C11 1.090
17 H -4.007 -5.497 5.179  C11 1.090
18 H -2.104 -3.903 4.028  O12 0.960
19 C 0.881 7.589 2.951  C20 1.491, H22 1.090, H23 1.090, H24 1.090
20 C 0.120 8.351 3.981  C19 1.491, O21 1.405, H25 1.090, H26 1.090
21 O 0.231 9.721 3.692  C20 1.405, H27 0.960
22 H 1.953 7.783 2.998  C19 1.090
23 H 0.463 7.776 1.962  C19 1.090
24 H 0.817 6.512 3.101  C19 1.090
25 H 0.422 8.165 5.011  C20 1.090
26 H -0.938 8.110 3.872  C20 1.090
27 H -0.209 10.255 4.358  O21 0.960
28 C -1.479 -4.359 -6.097  C29 1.506, H31 1.090, H32 1.090, H33 1.090
29 C -2.387 -3.245 -6.546  C28 1.506, O30 1.383, H34 1.090, H35 1.090
30 O -1.786 -2.300 -7.358  C29 1.383, H36 0.960
31 H -2.082 -5.045 -5.502  C28 1.090
32 H -0.656 -4.024 -5.466  C28 1.090
33 H -1.056 -4.804 -6.998  C28 1.090
34 H -2.685 -2.787 -5.603  C29 1.090
35 H -3.303 -3.597 -7.022  C29 1.090
36 H -2.428 -1.643 -7.638  O30 0.960
37 C -3.507 3.326 7.415  C38 1.523, H40 1.090, H41 1.090, H42 1.090
38 C -2.580 2.120 7.343  C37 1.523, O39 1.414, H43 1.090, H44 1.090
39 O -1.404 2.581 6.707  C38 1.414, H45 0.960
40 H -3.216 4.028 8.196  C37 1.090
41 H -4.530 3.083 7.702  C37 1.090
42 H -3.578 3.997 6.559  C37 1.090
43 H -3.074 1.340 6.764  C38 1.090
44 H -2.334 1.710 8.323  C38 1.090
45 H -1.035 3.211 7.330  O39 0.960
46 C -4.746 3.847 1.507  C47 1.516, H49 1.090, H50 1.090, H51 1.090
47 C -5.645 2.636 1.656  C46 1.516, O48 1.402, H52 1.090, H53 1.090
48 O -6.901 2.902 1.092  C47 1.402, H54 0.960
49 H -5.138 4.691 2.075  C46 1.090
50 H -4.628 4.159 0.469  C46 1.090
51 H -3.742 3.551 1.810  C46 1.090
52 H -5.747 2.316 2.693  C47 1.090
53 H -5.216 1.762 1.165  C47 1.090
54 H -7.195 2.130 0.604  O48 0.960
55 C 4.953 -6.263 -0.854  C56 1.542, H58 1.090, H59 1.090, H60 1.090
56 C 5.604 -7.661 -0.860  C55 1.542, O57 1.424, H61 1.090, H62 1.090
57 O 5.578 -7.998 -2.243  C56 1.424, H63 0.960
58 H 4.856 -5.859 0.154  C55 1.090
59 H 3.978 -6.275 -1.340  C55 1.090
60 H 5.561 -5.516 -1.363  C55 1.090
61 H 5.099 -8.428 -0.272  C56 1.090
62 H 6.646 -7.657 -0.542  C56 1.090
63 H 6.073 -7.323 -2.714  O57 0.960
64 C 5.245 -4.512 -6.548  C65 1.523, H67 1.090, H68 1.090, H69 1.090
65 C 6.721 -4.588 -6.914  C64 1.523, O66 1.424, H70 1.090, H71 1.090
66 O 7.423 -5.016 -5.752  C65 1.424, H72 0.960
67 H 5.012 -3.809 -5.749  C64 1.090
68 H 4.936 -5.461 -6.109  C64 1.090
69 H 4.561 -4.353 -7.382  C64 1.090
70 H 7.084 -3.604 -7.210  C65 1.090
71 H 6.883 -5.297 -7.726  C65 1.090
72 H 8.340 -5.190 -5.978  O66 0.960
73 C -0.518 6.721 -4.084  C74 1.514, H76 1.090, H77 1.090, H78 1.090
74 C 0.426 5.546 -4.231  C73 1.514, O75 1.445, H79 1.090, H80 1.090
75 O 1.787 6.013 -4.105  C74 1.445, H81 0.960
76 H -1.456 6.351 -3.671  C73 1.090
77 H -0.767 7.160 -5.050  C73 1.090
78 H -0.141 7.512 -3.436  C73 1.090
79 H 0.394 5.110 -5.230  C74 1.090
80 H 0.310 4.733 -3.514  C74 1.090
81 H 1.966 6.537 -4.889  O75 0.960

These are the Mulliken partial charges, in e, on atoms 1 to 8: C -1.02; C -0.16; O -0.51; H 0.29; H 0.33; H 0.26; H 0.27; H 0.23

=====

2:
The following is a DFT calculation (ωB97M-V/def2-TZVPD) of 9 unconnected molecules or ions with the total composition C18H54O9.

## Properties
Structure (SMILES)   CCO.CCO.CCO.CCO.CCO.CCO.CCO.CCO.CCO

Last columns: bonded neighbours and bond lengths (Å).
Element x y z (Å)
1 C -4.405 -17.901 -2.929  C2 1.510, H4 1.093, H5 1.091, H6 1.089
2 C -4.166 -17.231 -4.260  C1 1.510, O3 1.431, H7 1.092, H8 1.095
3 O -5.444 -16.962 -4.846  C2 1.431, H9 0.961
4 H -3.432 -18.143 -2.495  C1 1.093
5 H -4.991 -18.817 -3.015  C1 1.091
6 H -4.915 -17.234 -2.234  C1 1.089
7 H -3.581 -17.854 -4.940  C2 1.092
8 H -3.659 -16.278 -4.073  C2 1.095
9 H -5.314 -16.481 -5.668  O3 0.961
10 C -3.402 -21.896 -4.436  C11 1.512, H13 1.088, H14 1.093, H15 1.093
11 C -4.113 -20.933 -5.360  C10 1.512, O12 1.424, H16 1.098, H17 1.095
12 O -4.385 -21.586 -6.597  C11 1.424, H18 0.969
13 H -3.194 -21.465 -3.459  C10 1.088
14 H -2.466 -22.198 -4.911  C10 1.093
15 H -3.995 -22.807 -4.331  C10 1.093
16 H -3.465 -20.076 -5.585  C11 1.098
17 H -5.025 -20.508 -4.928  C11 1.095
18 H -5.319 -21.463 -6.824  O12 0.969
19 C 1.622 -22.822 -4.360  C20 1.509, H22 1.091, H23 1.089, H24 1.094
20 C 0.481 -23.215 -5.266  C19 1.509, O21 1.426, H25 1.095, H26 1.094
21 O 1.003 -23.305 -6.590  C20 1.426, H27 0.961
22 H 2.380 -23.606 -4.323  C19 1.091
23 H 1.313 -22.562 -3.348  C19 1.089
24 H 2.129 -21.952 -4.787  C19 1.094
25 H -0.314 -22.462 -5.226  C20 1.095
26 H 0.074 -24.188 -4.973  C20 1.094
27 H 0.369 -23.779 -7.135  O21 0.961
28 C -4.172 -25.032 -6.440  C29 1.515, H31 1.089, H32 1.089, H33 1.092
29 C -3.580 -26.080 -5.520  C28 1.515, O30 1.424, H34 1.098, H35 1.095
30 O -2.237 -26.331 -5.920  C29 1.424, H36 0.960
31 H -4.248 -25.393 -7.464  C28 1.089
32 H -3.549 -24.139 -6.417  C28 1.089
33 H -5.170 -24.779 -6.076  C28 1.092
34 H -4.171 -27.003 -5.582  C29 1.098
35 H -3.627 -25.725 -4.485  C29 1.095
36 H -1.767 -26.757 -5.199  O30 0.960
37 C -0.889 -19.455 -3.520  C38 1.512, H40 1.096, H41 1.095, H42 1.086
38 C 0.266 -19.350 -2.549  C37 1.512, O39 1.432, H43 1.094, H44 1.088
39 O 0.238 -18.107 -1.840  C38 1.432, H45 0.961
40 H -0.731 -20.326 -4.167  C37 1.096
41 H -0.883 -18.602 -4.206  C37 1.095
42 H -1.868 -19.546 -3.061  C37 1.086
43 H 1.206 -19.475 -3.095  C38 1.094
44 H 0.222 -20.121 -1.782  C38 1.088
45 H 0.227 -17.402 -2.494  O39 0.961
46 C -5.057 -20.102 -9.980  C47 1.514, H49 1.092, H50 1.094, H51 1.089
47 C -5.826 -21.406 -9.987  C46 1.514, O48 1.417, H52 1.095, H53 1.099
48 O -5.658 -22.064 -11.231  C47 1.417, H54 0.960
49 H -5.152 -19.589 -9.020  C46 1.092
50 H -5.428 -19.429 -10.758  C46 1.094
51 H -3.998 -20.273 -10.172  C46 1.089
52 H -6.881 -21.222 -9.762  C47 1.095
53 H -5.455 -22.027 -9.159  C47 1.099
54 H -5.398 -22.974 -11.075  O48 0.960
55 C -2.487 -23.255 -9.627  C56 1.519, H58 1.091, H59 1.100, H60 1.090
56 C -1.743 -22.431 -8.591  C55 1.519, O57 1.406, H61 1.091, H62 1.102
57 O -2.336 -21.169 -8.405  C56 1.406, H63 0.972
58 H -2.622 -22.681 -10.545  C55 1.091
59 H -3.498 -23.468 -9.248  C55 1.100
60 H -2.009 -24.215 -9.817  C55 1.090
61 H -0.708 -22.278 -8.901  C56 1.091
62 H -1.722 -23.004 -7.650  C56 1.102
63 H -3.169 -21.311 -7.926  O57 0.972
64 C -7.700 -19.467 -6.650  C65 1.501, H67 1.091, H68 1.092, H69 1.088
65 C -8.036 -20.871 -6.239  C64 1.501, O66 1.437, H70 1.096, H71 1.094
66 O -7.141 -21.761 -6.927  C65 1.437, H72 0.962
67 H -6.654 -19.236 -6.439  C64 1.091
68 H -8.305 -18.767 -6.070  C64 1.092
69 H -7.919 -19.314 -7.705  C64 1.088
70 H -9.070 -21.106 -6.514  C65 1.096
71 H -7.949 -21.017 -5.158  C65 1.094
72 H -7.449 -22.666 -6.825  O66 0.962
73 C -2.540 -20.966 -0.128  C74 1.499, H76 1.088, H77 1.094, H78 1.090
74 C -2.839 -20.386 1.221  C73 1.499, O75 1.432, H79 1.095, H80 1.094
75 O -2.330 -21.299 2.200  C74 1.432, H81 0.962
76 H -1.468 -21.081 -0.275  C73 1.088
77 H -2.945 -20.283 -0.880  C73 1.094
78 H -3.039 -21.929 -0.242  C73 1.090
79 H -3.919 -20.264 1.354  C74 1.095
80 H -2.352 -19.411 1.330  C74 1.094
81 H -2.387 -20.888 3.068  O75 0.962

These are the Mulliken partial charges, in e, on atoms 1 to 8: C -0.91; C -0.16; O -0.56; H 0.15; H 0.17; H 0.47; H 0.19; H 0.40

=====

The least stable of them is 1.